--- a ---
Below is the ion C5H8N with charge +1, with properties calculated with ωB97M-V/def2-TZVPD.

Its charge is +1. Its structure (SMILES) is C[C@@H]1C2=[N+](C)[C@H]21. The calculation puts the gap between HOMO and LUMO at 9.5271 eV.

The geometry in XYZ format:
```
14
C5H8N ωB97M-V/def2-TZVPD
C -0.93 -1.22 1.75
C -0.73 -0.08 0.83
C -0.81 -0.16 -0.80
N 0.15 0.65 -1.03
C 0.92 1.05 -2.22
C 0.57 0.18 0.24
H -0.24 -2.03 1.73
H -1.99 -1.56 1.65
H -0.95 -0.76 2.83
H -1.52 0.76 1.05
H 0.44 0.68 -3.05
H 1.92 0.57 -2.14
H 0.99 2.21 -2.33
H 1.52 -0.38 0.38
```

--- b ---
Below is a structure of composition C5H8N, with properties calculated with ωB97M-V/def2-TZVPD.

Its charge is +1. The calculation puts the gap between HOMO and LUMO (alpha / beta) at 7.1570 / 7.3315 eV.

The geometry in XYZ format:
```
14
C5H8N ωB97M-V/def2-TZVPD
C -0.42 -2.02 1.69
C -0.77 -1.50 0.55
C 0.90 -1.17 1.75
C 0.45 -0.67 0.64
C 0.84 1.25 -1.01
N -0.50 1.66 -1.45
H -0.88 -2.61 2.51
H -1.41 -1.65 -0.26
H 1.73 -1.02 2.45
H 1.25 0.56 -1.75
H 1.33 1.96 -0.37
H -0.75 2.40 -2.20
H -1.02 2.08 -0.67
H -0.76 0.72 -1.86
```

--- c ---
Below is a structure of composition C5H8N, with properties calculated with ωB97M-V/def2-TZVPD.

Its charge is +1. The calculation puts the gap between HOMO and LUMO at 9.3169 eV.

The geometry in XYZ format:
```
14
C5H8N ωB97M-V/def2-TZVPD
C 0.54 1.82 -0.01
C -1.51 0.91 0.21
C 1.12 0.46 -0.08
C 0.30 -0.54 -0.04
C 0.37 -1.96 -0.11
N -0.70 1.89 -0.02
H 1.31 2.68 0.02
H -2.39 0.70 -0.57
H -2.01 0.94 1.24
H 2.27 0.39 -0.24
H -0.87 -0.06 0.23
H 0.96 -2.47 0.64
H 1.18 -2.22 -0.92
H -0.58 -2.54 -0.33
```

--- d ---
Below is the ion C5H8N with charge +1, with properties calculated with ωB97M-V/def2-TZVPD.

Its charge is +1. The calculation puts the gap between HOMO and LUMO at 9.4172 eV.

The geometry in XYZ format:
```
14
C5H8N ωB97M-V/def2-TZVPD
C 0.95 0.86 1.87
C 1.65 0.75 0.78
C -0.21 -1.09 0.20
C -0.67 1.11 -0.26
C 0.24 0.34 0.63
N -0.35 -0.70 -1.24
H 0.86 0.93 2.85
H 2.50 0.58 0.21
H 0.59 -1.85 0.34
H -1.20 -1.28 0.68
H -1.74 0.92 -0.10
H -0.37 2.06 -0.82
H 0.48 -0.87 -1.75
H -1.18 -0.91 -1.64
```

Which structure is most stable, and how do the rest compare? From most to least stable: c, a, d, b.

--- a ---
Below is the ion C5H8N with charge +1, with properties calculated with ωB97M-V/def2-TZVPD.

Its charge is +1. Its structure (SMILES) is C#CC1([NH3+])CC1. The calculation puts the gap between HOMO and LUMO at 10.7152 eV.

The geometry in XYZ format:
```
14
C5H8N ωB97M-V/def2-TZVPD
C 2.86 -0.21 -0.32
C 1.67 -0.12 -0.17
C 0.25 -0.03 0.03
N -0.21 1.40 0.00
C -0.69 -0.99 -0.54
C -0.54 -0.98 0.92
H 3.83 -0.02 -0.15
H -1.18 1.25 0.05
H 0.13 1.92 -0.87
H 0.24 1.66 0.90
H -0.40 -1.87 -1.06
H -1.64 -0.54 -0.84
H -1.39 -0.62 1.60
H -0.05 -1.83 1.29
```

--- b ---
Below is the ion C5H8N with charge +1, with properties calculated with ωB97M-V/def2-TZVPD.

Its charge is +1. Its structure (SMILES) is CC1=C[C@@H]2[NH2+][C@H]12. The calculation puts the gap between HOMO and LUMO at 10.9787 eV.

The geometry in XYZ format:
```
14
C5H8N ωB97M-V/def2-TZVPD
C 2.06 0.16 0.02
C 0.64 -0.24 0.15
C -0.09 -1.35 -0.08
C -1.48 -0.74 0.30
N -1.69 0.47 -0.47
C -0.81 0.56 0.67
H 2.64 0.04 1.05
H 2.27 1.05 -0.54
H 2.43 -0.60 -0.68
H 0.04 -2.39 -0.32
H -2.23 -1.25 0.73
H -1.23 0.40 -1.42
H -2.68 0.94 -0.50
H -1.00 1.30 1.57
```

--- c ---
Below is a cluster of 2 separate species, C5H8N in total, with properties calculated with ωB97M-V/def2-TZVPD.

Its charge is +1. The calculation puts the gap between HOMO and LUMO at 10.3931 eV.

The geometry in XYZ format:
```
14
C5H8N ωB97M-V/def2-TZVPD
C -0.42 0.74 -0.29
C -0.40 -0.75 -0.70
C -1.74 0.48 0.47
C -1.60 -0.96 0.11
C 0.62 0.20 -0.98
N 2.33 0.19 0.22
H -1.62 0.97 1.54
H -2.42 1.16 0.06
H -2.32 -1.50 -0.41
H -1.55 -1.78 0.79
H 1.19 0.46 -1.76
H 2.30 -0.16 1.17
H 2.52 1.17 0.06
H 3.11 -0.22 -0.28
```

Which structure is most stable, and how do the rest compare? From most to least stable: a, b, c.

--- a ---
Below is a cluster of 2 separate species, C4H13N3 in total, with properties calculated with ωB97M-V/def2-TZVPD.

The calculation puts the gap between HOMO and LUMO at 6.8036 eV.

The geometry in XYZ format:
```
20
C4H13N3 ωB97M-V/def2-TZVPD
C 0.83 0.80 -0.07
C 0.01 -1.08 1.27
C 1.16 0.15 -1.37
C -2.11 0.18 -0.31
N 0.71 0.13 1.07
N 0.96 2.19 0.00
N 0.46 -2.19 0.47
H 0.62 0.74 1.88
H 0.34 2.64 0.66
H 0.93 2.64 -0.90
H 1.20 -2.73 0.89
H -0.31 -2.80 0.24
H -0.05 -1.28 2.34
H -1.31 -0.49 0.43
H 0.51 0.54 -2.17
H 2.20 0.35 -1.64
H 1.02 -0.92 -1.29
H -1.88 0.27 -1.37
H -3.07 -0.33 -0.22
H -2.22 1.19 0.09
```

--- b ---
Below is a cluster of 2 separate species, C4H13N3 in total, with properties calculated with ωB97M-V/def2-TZVPD.

Its structure (SMILES) is C=CNC.NCN. The calculation puts the gap between HOMO and LUMO at 8.6393 eV.

The geometry in XYZ format:
```
20
C4H13N3 ωB97M-V/def2-TZVPD
C 1.88 -0.24 2.13
C 1.31 0.36 1.08
N 1.55 1.67 0.64
C 0.43 2.41 0.12
H 2.79 0.12 2.58
H 1.46 -1.18 2.47
H 0.80 -0.23 0.33
H 2.11 2.17 1.31
H 0.78 3.34 -0.34
H -0.02 1.88 -0.73
H -0.34 2.60 0.87
N -1.84 -2.18 -2.10
C -1.00 -1.47 -1.18
N -1.62 -0.47 -0.29
H -2.42 -2.82 -1.58
H -2.48 -1.64 -2.67
H -0.52 -2.20 -0.52
H -0.25 -0.92 -1.75
H -1.99 0.28 -0.85
H -2.38 -0.91 0.23
```

Which structure is most stable, and how do the rest compare? From most to least stable: b, a.

--- a ---
Below is a cluster of 2 separate species, C4H13N3 in total, with properties calculated with ωB97M-V/def2-TZVPD.

Its structure (SMILES) is [H]/N=C(\C)N.CCN. The calculation puts the gap between HOMO and LUMO at 9.8076 eV.

The geometry in XYZ format:
```
20
C4H13N3 ωB97M-V/def2-TZVPD
H 1.04 1.40 -2.16
N 0.50 0.62 -1.80
C 1.21 -0.29 -1.25
C 2.66 -0.14 -0.85
N 0.61 -1.42 -0.81
H 3.21 0.44 -1.59
H 3.12 -1.12 -0.74
H 2.73 0.37 0.12
H -0.39 -1.43 -0.98
H 0.77 -1.64 0.22
C -1.91 1.03 0.16
C -1.91 -0.05 1.23
N -0.53 -0.43 1.59
H -1.67 2.00 0.60
H -1.13 0.84 -0.64
H -2.88 1.09 -0.32
H -2.48 0.30 2.10
H -2.40 -0.95 0.86
H -0.01 0.40 1.84
H -0.54 -1.03 2.41
```

--- b ---
Below is a cluster of 3 separate species, C4H13N3 in total, with properties calculated with ωB97M-V/def2-TZVPD.

The calculation puts the gap between HOMO and LUMO (alpha / beta) at 6.0925 / 6.0953 eV.

The geometry in XYZ format:
```
20
C4H13N3 ωB97M-V/def2-TZVPD
C 0.73 0.67 -0.36
C 1.52 0.29 -1.57
C 1.40 0.58 0.97
C -0.54 -1.57 -0.22
N -0.31 1.47 -0.46
H -1.20 1.25 0.34
H -0.67 1.66 -1.38
H 0.93 0.33 -2.48
H 2.37 0.98 -1.68
H 1.93 -0.71 -1.46
H 1.91 -0.37 1.08
H 0.68 0.69 1.78
H 2.14 1.38 1.06
H -1.34 -2.25 0.12
H 0.42 -2.05 -0.07
H -0.72 -1.38 -1.27
N -1.94 0.38 1.38
N -2.88 -0.41 1.42
H -3.47 -0.23 2.26
H -0.94 -0.71 0.54
```

Which structure is most stable, and how do the rest compare? From most to least stable: a, b.

--- a ---
Below is the molecule C4H13N3, with properties calculated with ωB97M-V/def2-TZVPD.

Its structure (SMILES) is NCC[C@@H](N)CN. The calculation puts the gap between HOMO and LUMO at 9.7323 eV.

The geometry in XYZ format:
```
20
C4H13N3 ωB97M-V/def2-TZVPD
N 1.79 -1.29 -1.67
C 1.81 0.08 -1.14
C 0.46 0.74 -0.91
C -0.23 0.18 0.34
N 0.20 0.94 1.52
C -1.76 0.15 0.31
N -2.41 -0.51 1.43
H 2.53 -1.31 -2.36
H 1.90 -1.99 -0.95
H 2.48 0.25 -0.29
H 2.27 0.67 -1.94
H -0.18 0.48 -1.76
H 0.50 1.82 -0.83
H -0.04 -0.91 0.36
H -0.20 0.43 2.32
H 1.18 0.86 1.71
H -2.03 -0.57 -0.48
H -2.21 1.09 -0.02
H -2.51 -1.51 1.36
H -2.47 -0.05 2.31
```

--- b ---
Below is the molecule C4H13N3, with properties calculated with ωB97M-V/def2-TZVPD.

Its structure (SMILES) is C[C@H](N)C(C)(N)N. The calculation puts the gap between HOMO and LUMO at 10.1154 eV.

The geometry in XYZ format:
```
20
C4H13N3 ωB97M-V/def2-TZVPD
C 1.14 1.49 -0.74
C 0.73 0.42 0.28
N 1.81 -0.59 0.32
C -0.69 -0.22 -0.01
C -1.06 -1.25 1.06
N -1.77 0.74 -0.10
N -0.74 -0.82 -1.33
H 1.97 2.10 -0.34
H 0.32 2.18 -0.98
H 1.48 1.05 -1.68
H 0.69 0.91 1.26
H 2.71 -0.13 0.33
H 1.74 -1.12 1.19
H -2.09 -1.62 0.93
H -1.00 -0.81 2.07
H -0.40 -2.12 1.03
H -1.73 1.12 -1.04
H -1.60 1.52 0.53
H 0.06 -1.45 -1.39
H -1.58 -1.39 -1.39
```

Which structure is most stable, and how do the rest compare? From most to least stable: b, a.

--- a ---
Below is the molecule C4H13N3, with properties calculated with ωB97M-V/def2-TZVPD.

Its structure (SMILES) is NCC[C@H](N)CN. The calculation puts the gap between HOMO and LUMO at 9.7023 eV.

The geometry in XYZ format:
```
20
C4H13N3 ωB97M-V/def2-TZVPD
N 0.89 2.68 -0.50
C 0.06 2.00 0.48
C 0.46 0.53 0.88
C -0.04 -0.55 -0.16
N -1.19 -0.14 -0.87
C -0.55 -1.91 0.39
N 0.02 -3.16 -0.18
H 1.75 3.08 -0.24
H 0.48 2.89 -1.36
H -1.11 2.20 0.31
H 0.22 2.23 1.54
H 1.60 0.47 1.16
H -0.20 0.33 1.77
H 0.72 -0.71 -0.88
H -1.29 -0.58 -1.79
H -0.84 0.76 -1.25
H -0.41 -2.02 1.51
H -1.71 -2.08 0.36
H 0.08 -2.82 -1.20
H 1.07 -3.20 0.04
```

--- b ---
Below is the molecule C4H13N3, with properties calculated with ωB97M-V/def2-TZVPD.

Its structure (SMILES) is NCC[C@H](N)CN. The calculation puts the gap between HOMO and LUMO at 10.1711 eV.

The geometry in XYZ format:
```
20
C4H13N3 ωB97M-V/def2-TZVPD
N -0.90 0.35 2.39
C 0.57 0.58 2.08
C 0.87 0.87 0.60
C 0.04 0.09 -0.39
N -0.12 -1.34 0.03
C 0.29 0.16 -1.91
N -0.59 -0.69 -2.72
H -1.30 1.29 2.35
H -1.28 -0.19 1.62
H 1.08 -0.30 2.45
H 0.73 1.43 2.75
H 0.68 1.95 0.49
H 1.91 0.74 0.25
H -0.97 0.53 -0.29
H 0.56 -1.61 0.73
H 0.06 -1.95 -0.75
H 0.06 1.19 -2.22
H 1.33 -0.02 -2.20
H -0.98 -1.47 -2.23
H -1.37 -0.23 -3.14
```

--- c ---
Below is the molecule C4H13N3, with properties calculated with ωB97M-V/def2-TZVPD.

Its structure (SMILES) is C[C@H](CN)NCN. The calculation puts the gap between HOMO and LUMO at 9.6410 eV.

The geometry in XYZ format:
```
20
C4H13N3 ωB97M-V/def2-TZVPD
C 0.35 0.31 2.19
C -0.13 -0.30 0.88
C 0.41 -1.73 0.67
N 0.69 -2.29 -0.63
N 0.16 0.57 -0.25
C -0.98 1.34 -0.78
N -0.59 1.91 -2.05
H 1.34 0.74 2.00
H -0.13 1.01 2.87
H 0.54 -0.56 2.89
H -1.26 -0.45 0.96
H -0.43 -2.33 1.20
H 1.30 -1.91 1.26
H -0.03 -2.00 -1.29
H 1.62 -2.01 -0.91
H 0.98 1.13 -0.09
H -1.32 2.18 -0.17
H -1.78 0.61 -0.86
H -0.72 1.39 -2.88
H -0.34 2.88 -2.08
```

--- d ---
Below is a structure of composition C4H13N3, with properties calculated with ωB97M-V/def2-TZVPD.

The calculation puts the gap between HOMO and LUMO at 9.1135 eV.

The geometry in XYZ format:
```
20
C4H13N3 ωB97M-V/def2-TZVPD
C -2.02 -0.58 -1.43
C 1.42 -1.41 0.64
C 1.51 0.67 -0.72
C -0.33 0.98 1.57
N -1.65 0.41 -0.34
N 0.73 -0.48 -0.30
N -0.78 -0.07 0.59
H -3.07 -0.31 -1.63
H -1.38 -0.41 -2.30
H -2.02 -1.48 -0.73
H 0.59 -1.97 1.13
H 1.85 -2.14 -0.06
H 2.10 -0.86 1.37
H 2.25 0.21 -1.39
H 0.73 1.33 -1.24
H 1.87 1.15 0.16
H -1.11 1.42 2.25
H 0.44 0.47 2.12
H 0.22 1.81 1.11
H -1.35 1.25 -0.80
```

Which structure is most stable, and how do the rest compare? From most to least stable: b, c, a, d.

--- a ---
Below is the molecule C3H5N3, with properties calculated with ωB97M-V/def2-TZVPD.

Its structure (SMILES) is Nc1cc[nH]n1. The calculation puts the gap between HOMO and LUMO at 9.9658 eV.

The geometry in XYZ format:
```
11
C3H5N3 ωB97M-V/def2-TZVPD
N -2.01 -0.18 0.05
C -0.59 -0.16 0.05
C 0.05 1.07 0.24
C 1.54 0.67 0.08
N 1.45 -0.66 -0.12
N 0.22 -1.19 -0.17
H -2.44 -0.38 -0.84
H -2.44 -0.65 0.83
H -0.62 1.92 -0.03
H 2.65 0.89 0.14
H 2.22 -1.32 -0.20
```

--- b ---
Below is a structure of composition C3H5N3, with properties calculated with ωB97M-V/def2-TZVPD.

The calculation puts the gap between HOMO and LUMO at 9.1918 eV.

The geometry in XYZ format:
```
11
C3H5N3 ωB97M-V/def2-TZVPD
N 1.98 -0.15 0.23
C 0.71 -0.38 -0.07
C 0.07 0.91 -0.23
N -1.28 0.53 0.11
C -1.30 -0.82 0.21
N -0.14 -1.43 0.06
H 2.69 -0.86 0.10
H 1.45 1.10 0.26
H 0.13 1.35 -1.23
H -2.10 1.11 0.13
H -2.22 -1.35 0.44
```

Which structure is most stable, and how do the rest compare? From most to least stable: a, b.

--- a ---
Below is a cluster of 2 separate species, CH5BO4 in total, with properties calculated with ωB97M-V/def2-TZVPD.

Its structure (SMILES) is O=C(O)BO.O. The calculation puts the gap between HOMO and LUMO at 10.0630 eV.

The geometry in XYZ format:
```
11
CH5BO4 ωB97M-V/def2-TZVPD
O -1.26 -0.18 1.24
C -0.19 -0.18 0.65
O -0.05 0.09 -0.63
B 1.44 -0.52 1.38
O 1.55 -1.69 1.90
H -0.81 0.32 -1.14
H 2.44 0.33 1.37
H 2.47 -2.06 2.15
O -0.89 1.67 -2.86
H 0.02 1.39 -3.01
H -0.84 1.88 -1.93
```

--- b ---
Below is a cluster of 2 separate species, CH5BO4 in total, with properties calculated with ωB97M-V/def2-TZVPD.

Its structure (SMILES) is O=C(O)BO.O. The calculation puts the gap between HOMO and LUMO at 10.5395 eV.

The geometry in XYZ format:
```
11
CH5BO4 ωB97M-V/def2-TZVPD
O -0.50 0.92 -0.51
C -0.23 -0.04 0.18
O 0.96 -0.23 0.71
B -1.37 -1.23 0.53
O -1.42 -2.09 -0.47
H 1.55 0.54 0.47
H -2.15 -1.36 1.49
H -2.06 -2.81 -0.46
O 1.92 2.11 -0.30
H 0.96 2.10 -0.48
H 2.35 2.09 -1.16
```

--- c ---
Below is a cluster of 2 separate species, CH5BO4 in total, with properties calculated with ωB97M-V/def2-TZVPD.

The calculation puts the gap between HOMO and LUMO at 10.7671 eV.

The geometry in XYZ format:
```
11
CH5BO4 ωB97M-V/def2-TZVPD
B 0.23 -0.47 1.87
C 0.02 0.09 -2.01
O 0.71 -0.37 3.13
O 1.02 -0.70 0.84
O -1.03 0.84 -1.90
O 0.22 -0.15 -3.27
H -0.86 -0.29 1.69
H 1.46 -0.94 3.48
H 0.98 -0.57 -0.20
H -1.31 0.87 -1.05
H -0.39 0.31 -3.91
```

Which structure is most stable, and how do the rest compare? From most to least stable: b, a, c.